Entry 1:
C28H28N2O3PS4TeV as an isolated structure, computed with ωB97M-V/def2-TZVPD.

Each line ends with the Mulliken charge.
Atoms and positions in Å:
1 V 0.74652 0.38232 0.83601  0.511
2 C 3.21861 0.42120 4.80493  -1.710
3 C 2.75609 0.29559 3.37076  0.663
4 S 1.02771 0.06393 3.14286  -0.447
5 C 3.59246 0.33374 2.32332  0.545
6 C 5.08141 0.50267 2.45519  -1.492
7 S 3.01507 0.13929 0.66939  -0.472
8 H 2.36155 0.40433 5.47559  0.363
9 H 3.75285 1.35909 4.97528  0.351
10 H 3.88511 -0.39859 5.08874  0.356
11 H 5.39837 0.54635 3.49712  0.377
12 H 5.41232 1.41864 1.95848  0.260
13 H 5.60448 -0.32756 1.97271  0.296
14 S 0.91587 2.60910 -5.76487  -0.125
15 C 1.99854 3.91351 -6.00694  -0.469
16 C 2.84421 4.05576 -4.95153  -0.530
17 C 2.61358 3.09723 -3.93018  -0.463
18 C 1.59161 2.23648 -4.21931  0.360
19 C 1.04195 1.15803 -3.39400  0.683
20 C 1.17279 1.22917 -2.02305  -1.312
21 N 0.67091 0.30294 -1.17791  0.710
22 C 0.03746 -0.76762 -1.75027  -0.214
23 C -0.15477 -0.91182 -3.14060  0.616
24 C -0.89668 -2.07621 -3.56928  -1.071
25 C -1.39412 -2.96565 -2.68658  -1.134
26 C -1.19118 -2.81889 -1.26275  0.837
27 C -1.67617 -3.66976 -0.29431  -1.149
28 C -1.38506 -3.40655 1.06136  1.103
29 C -0.61681 -2.30117 1.37979  -0.898
30 N -0.16191 -1.42011 0.46807  0.552
31 C -0.43298 -1.70373 -0.84311  -0.258
32 C -1.87525 -4.27247 2.13828  0.307
33 C -1.96188 -4.00285 3.47671  -0.491
34 C -2.50102 -5.07748 4.23104  -0.577
35 C -2.82646 -6.14945 3.46073  -0.401
36 S -2.42366 -5.87933 1.81846  -0.189
37 C 0.34906 0.06655 -3.96918  -1.055
38 H 1.95937 4.49824 -6.91122  0.425
39 H 3.61136 4.81517 -4.90171  0.380
40 H 3.19350 3.03548 -3.02043  0.512
41 H 1.66197 2.06636 -1.54296  0.396
42 H -1.05651 -2.21421 -4.63267  0.421
43 H -1.96081 -3.82257 -3.03269  0.404
44 H -2.28381 -4.52337 -0.57257  0.420
45 H -0.32240 -2.09351 2.40015  0.394
46 H -1.66833 -3.05667 3.90887  0.436
47 H -2.65751 -5.04306 5.29963  0.373
48 H -3.26354 -7.08409 3.77122  0.418
49 H 0.24108 -0.01409 -5.04451  0.454
50 C -0.94450 3.74906 -2.07027  -1.184
51 C -1.82701 2.85460 -1.23017  0.373
52 O -1.89050 3.35061 0.12294  -0.324
53 P -0.98314 2.67933 1.25954  0.273
54 O 0.40323 2.38798 0.69799  -0.523
55 Te -1.33644 3.78110 3.26407  -0.302
56 O -1.47675 1.09813 1.26441  0.134
57 C -2.56310 0.55656 2.02274  -0.367
58 C -3.50130 -0.17984 1.09200  -0.983
59 H -0.92131 3.38919 -3.10159  0.241
60 H 0.07316 3.74680 -1.68006  0.217
61 H -1.32204 4.77226 -2.06174  0.438
62 H -1.46661 1.82649 -1.23249  -0.223
63 H -2.85595 2.85986 -1.59352  0.410
64 H -3.07216 1.37015 2.54320  0.438
65 H -2.13219 -0.10341 2.77926  0.121
66 H -3.90845 0.50801 0.34907  0.316
67 H -4.33053 -0.60611 1.66048  0.402
68 H -2.98940 -0.99110 0.57215  0.078

Max |F| (hartree/bohr): 0.008
⟨S²⟩: 0.78
Total charge: -1
Kohn-Sham gap (alpha / beta) (eV): 5.03 / 5.09
Highest occupied orbital energy (alpha / beta) (eV): -3.117 / -3.216
Energy relative to the best compared isomer or geometry (same formula, charge and spin) (kcal/mol): 0.0
Multiplicity: 2

=====

Entry 2:
A 19-piece molecular cluster, CH37O21 overall, computed with ωB97M-V/def2-TZVPD.

Each line ends with the Mulliken charge.
Atoms and positions in Å:
1 C 25.21060 20.94484 6.22652  -0.773
2 O 24.53092 20.01949 6.61501  1.906
3 O 26.07628 20.76139 5.17933  0.520
4 O 24.97137 22.08684 6.56943  0.103
5 H 25.98508 19.83893 4.96606  -0.425
6 O 26.14203 17.58307 3.42133  -0.705
7 H 25.38463 17.00926 3.75300  0.327
8 H 26.10405 17.56677 2.42358  0.251
9 O 27.02547 21.22072 8.79506  -0.858
10 H 26.12246 21.46312 8.78067  0.365
11 H 27.50496 21.60738 8.06707  0.383
12 O 27.22512 18.21718 6.14066  -0.659
13 H 26.72575 18.43087 6.88258  0.049
14 H 26.95354 17.34222 5.94967  0.375
15 O 22.63125 23.43854 7.41452  -0.737
16 H 23.17062 23.91292 6.81201  0.299
17 H 23.14998 23.67318 8.25053  0.370
18 O 24.30183 17.42677 5.94673  -0.742
19 H 24.19481 18.30649 6.18297  -0.165
20 H 24.48540 16.96728 6.74918  0.293
21 O 22.09632 20.99975 7.09161  -0.803
22 H 22.84278 20.57166 6.61313  0.040
23 H 22.42802 21.90410 7.36851  0.523
24 O 28.51482 18.73460 3.73236  -0.724
25 H 27.64218 18.36078 3.58347  0.394
26 H 28.80921 18.31363 4.53729  0.319
27 O 23.38209 21.85799 4.14384  -0.812
28 H 23.97222 21.98021 4.94067  0.272
29 H 23.46714 20.90497 3.93749  0.488
30 O 23.67690 19.21197 3.73977  -0.688
31 H 23.36026 18.61434 4.36862  0.327
32 H 24.57079 18.98187 3.59763  0.225
33 O 28.05212 21.29832 2.99337  -0.871
34 H 27.68557 21.99639 3.55599  0.426
35 H 28.35649 20.61497 3.58060  0.364
36 O 22.97801 18.78875 8.76566  -0.515
37 H 22.54698 18.02718 8.37048  0.236
38 H 22.22895 19.31104 8.91586  0.291
39 O 24.27583 21.54412 9.25063  -0.763
40 H 24.05844 21.41478 8.25078  0.086
41 H 24.29957 20.71042 9.70773  0.294
42 O 26.74856 23.17610 4.35001  -1.019
43 H 26.39953 22.48266 4.91305  0.687
44 H 26.29930 23.12592 3.51334  0.348
45 O 24.67543 24.79706 5.41956  -0.582
46 H 24.76032 25.31080 4.64231  0.278
47 H 25.58547 24.38731 5.45110  0.288
48 O 26.00604 24.04919 8.03979  -0.728
49 H 25.35368 23.63959 7.51712  0.152
50 H 26.38955 23.32442 8.52102  0.466
51 O 25.90106 20.17501 1.90239  -0.622
52 H 25.26332 20.84951 1.53583  0.301
53 H 26.53200 20.75877 2.34226  0.345
54 O 28.76146 20.59770 6.47370  -0.736
55 H 28.56603 21.27193 5.87611  0.361
56 H 28.21358 19.82828 6.27738  0.469
57 O 25.99775 18.79613 8.42360  -0.853
58 H 25.31556 19.18245 7.83592  0.046
59 H 26.57340 19.45637 8.72807  0.512

Max |F| (hartree/bohr): 0.074
Total charge: -1
Kohn-Sham gap (eV): 9.00
Highest occupied orbital energy (eV): -6.799
Energy relative to the best compared isomer or geometry (same formula, charge and spin) (kcal/mol): 3.0
Multiplicity: 1

=====

Entry 3:
C5H11NO in the gas phase, computed with ωB97M-V/def2-TZVPD.

Each line ends with the Mulliken charge.
Atoms and positions in Å:
1 C 1.45274 0.03269 1.03712  -1.532
2 C 0.50064 0.30648 -0.13242  0.727
3 C 1.29271 0.80017 -1.36480  -1.682
4 C -0.44113 -0.86275 -0.42863  -0.559
5 C -1.87845 -0.78945 0.05399  0.381
6 N -2.33047 0.27802 0.74074  -0.354
7 O -2.62646 -1.71539 -0.23140  -0.636
8 H 1.99298 -0.89226 0.80913  0.389
9 H 2.24356 0.75832 1.22409  0.397
10 H 0.92965 -0.16812 1.97588  0.332
11 H -0.08587 1.17918 0.18243  0.230
12 H 0.59501 1.24907 -2.06969  0.400
13 H 1.92806 -0.03087 -1.66339  0.399
14 H 1.88453 1.67502 -1.09112  0.409
15 H -0.47785 -1.12222 -1.48015  0.392
16 H -0.04897 -1.74055 0.09493  0.262
17 H -1.64908 0.79824 1.25518  0.185
18 H -3.28160 0.24444 1.08811  0.258

Max |F| (hartree/bohr): 0.035
Kohn-Sham gap (eV): 10.42
Structure (SMILES): CC(C)CC(N)=O
Highest occupied orbital energy (eV): -9.561
Energy relative to the best compared isomer or geometry (same formula, charge and spin) (kcal/mol): 7.6
Multiplicity: 1

=====

Entry 4:
An isolated ion of composition C12H18Br2N2O3P and charge +1, computed with ωB97M-V/def2-TZVPD.

Each line ends with the Mulliken charge.
Atoms and positions in Å:
1 C 1.00480 -2.02588 6.13145  0.012
2 C 1.13596 -1.36333 5.10614  -0.880
3 C 1.25708 -0.94693 3.62676  0.532
4 C 2.62302 -0.97929 2.98607  -0.299
5 N 2.75597 -0.65315 1.66685  -0.992
6 N 1.67368 -0.32218 1.01614  1.027
7 O 1.88876 -0.04999 -0.30953  -0.256
8 C 2.53727 -1.17295 -0.97953  -0.440
9 C 1.97367 -1.40701 -2.47310  -0.084
10 C 0.57170 -2.19316 -2.39316  -0.682
11 O 2.89681 -2.34386 -3.08826  -0.521
12 C 0.33809 -0.18475 1.39939  0.381
13 P -0.99494 0.37783 0.17100  0.109
14 C -2.24106 -0.99531 -0.17594  -1.031
15 O -1.90500 1.58155 1.05321  -0.396
16 C 0.03451 -0.52149 2.86948  -0.173
17 H 0.95226 -2.74149 7.00130  0.378
18 H 3.49915 -1.28253 3.63298  0.447
19 H 3.63162 -0.88387 -1.12461  0.258
20 H 2.43897 -2.16506 -0.44916  0.355
21 H 1.89659 -0.44064 -3.05412  0.389
22 H 0.24615 -2.59852 -3.39667  0.351
23 H -0.21673 -1.47471 -1.99053  0.002
24 H 0.71750 -3.07788 -1.68930  0.274
25 H 3.01090 -3.10215 -2.47236  0.362
26 H -3.08065 -1.01188 0.59893  0.318
27 H -2.70493 -0.89306 -1.21127  0.340
28 H -1.67945 -1.98815 -0.08819  0.370
29 H -1.82481 1.34165 2.01610  0.311
30 H -1.00706 -0.45378 3.29657  0.405
31 Br -1.18233 4.53265 -3.84876  -0.140
32 C -2.89473 4.29807 -2.94989  -0.595
33 C -2.73825 4.35444 -1.44963  -0.720
34 Br -1.98653 2.69330 -0.73888  0.140
35 H -3.31265 3.35696 -3.30350  0.346
36 H -3.51622 5.12194 -3.30370  0.366
37 H -3.71084 4.45288 -0.96656  0.348
38 H -2.08827 5.16172 -1.11573  0.385

Max |F| (hartree/bohr): 0.150
Total charge: +1
Kohn-Sham gap (eV): 5.96
Highest occupied orbital energy (eV): -11.258
Multiplicity: 1

=====

no.,energy (Eh)
1,-4565.401614
2,-1640.479538
3,-327.119172
4,-6292.081774